# C9H8NOS2

A 2-piece molecular cluster, C9H8NOS2 overall in a non-equilibrium geometry (ωB97M-V/def2-TZVPD, OMol25).

Cartesian coordinates (Å):
S (-5.464, -0.015, -0.682)
S (0.388, -2.030, -0.825)
O (-4.313, 0.725, 1.662)
N (-1.090, 0.095, -0.570)
C (1.154, -0.496, -0.602)
C (2.898, 1.225, -0.602)
C (-1.334, -1.353, -0.482)
C (0.599, 1.859, -0.684)
C (1.918, 2.237, -0.694)
C (0.161, 0.567, -0.554)
C (-1.804, -1.742, 0.941)
C (2.442, -0.116, -0.522)
C (-4.757, 0.323, 0.655)
H (2.050, 3.301, -0.834)
H (-2.948, -1.792, 0.949)
H (-1.763, 0.751, -0.232)
H (-1.517, -2.816, 1.061)
H (-1.443, -0.879, 1.571)
H (3.877, 1.499, -0.361)
H (-0.165, 2.596, -0.892)
H (3.265, -0.708, -0.286)

total charge = -1
frontier orbital gap = 4.0260 eV
ΔE to the lowest compared entry with this formula, charge and spin = 141.9 kJ/mol

Results of the Löwdin charge analysis, in e, for atoms 1 through 5:
1. S 0.764
2. S 0.823
3. O 0.075
4. N -0.054
5. C -0.534